(1)
A 7-piece molecular cluster, C40H67BrN6O3 overall, computed with ωB97M-V/def2-TZVPD.

Last column: Mulliken charge in e.
Element x y z (Å)
1 C 3.7217 -2.6344 1.9937  -1.35
2 C 4.0527 -1.6525 0.8506  -0.03
3 C 3.1712 -0.3917 0.8536  -0.97
4 C 1.9206 -0.4992 -0.0501  0.11
5 C 1.5937 0.7516 -0.8736  -1.31
6 C 0.7826 1.8524 -0.1715  -0.38
7 C 1.1343 2.1585 1.2919  -0.08
8 C -0.0259 2.8442 2.0465  -0.78
9 C -0.7817 1.9148 3.0070  -1.06
10 C -1.1606 0.5614 2.3862  0.66
11 C -2.4175 -0.0374 3.0084  -0.90
12 C -2.6921 -1.4899 2.5506  -1.18
13 C -3.5724 -1.5264 1.3579  0.60
14 C -3.3012 -1.4400 0.0576  0.14
15 Br -1.6756 -1.3145 -0.8116  -0.04
16 C -4.5723 -1.4806 -0.7193  0.42
17 O -4.7545 -1.4017 -1.8852  -0.52
18 O -5.6069 -1.6212 0.1880  -0.39
19 C -5.0558 -1.6525 1.4597  0.43
20 O -5.7285 -1.7794 2.4284  -0.57
21 H 3.6935 -3.6708 1.6555  0.33
22 H 2.7405 -2.4166 2.4261  0.38
23 H 4.4504 -2.5551 2.7999  0.30
24 H 5.0908 -1.3591 0.9709  0.08
25 H 3.9270 -2.1683 -0.1050  0.32
26 H 3.7467 0.4951 0.5779  0.34
27 H 2.8377 -0.2320 1.8829  0.44
28 H 1.0491 -0.7925 0.5443  -0.36
29 H 2.1007 -1.3161 -0.7570  0.55
30 H 1.0052 0.4323 -1.7413  0.34
31 H 2.5190 1.1623 -1.2889  0.47
32 H -0.2838 1.6254 -0.2605  0.23
33 H 0.9215 2.7836 -0.7285  0.40
34 H 1.9916 2.8348 1.2994  0.52
35 H 1.4179 1.2545 1.8317  -0.23
36 H 0.3808 3.6599 2.6469  0.34
37 H -0.7236 3.2760 1.3290  0.19
38 H -1.7160 2.4139 3.2874  0.48
39 H -0.1970 1.7545 3.9161  0.31
40 H -0.3335 -0.1489 2.4750  0.25
41 H -1.3447 0.7151 1.3197  -0.30
42 H -2.3880 0.0079 4.0987  0.44
43 H -3.2666 0.5860 2.7055  0.38
44 H -3.1928 -2.0231 3.3601  0.39
45 H -1.7595 -2.0102 2.3234  0.52
46 C 9.6083 -1.1972 -1.3666  -0.62
47 C 8.9267 -2.5228 -1.6798  -0.47
48 C 7.4958 -2.6023 -1.1361  -0.41
49 C 7.4500 -2.4693 0.3198  0.28
50 N 7.4188 -2.3630 1.4576  -0.48
51 H 9.7132 -1.0484 -0.2916  0.36
52 H 10.6100 -1.1674 -1.7940  -0.20
53 H 9.0382 -0.3585 -1.7727  0.32
54 H 9.5122 -3.3466 -1.2672  0.29
55 H 8.8817 -2.6728 -2.7605  0.31
56 H 7.0322 -3.5542 -1.3995  0.35
57 H 6.8805 -1.8073 -1.5638  0.30
58 C -3.2099 6.6018 -1.5841  -1.39
59 C -3.4879 6.3733 -0.1040  0.01
60 C -2.3609 6.8751 0.8052  -0.42
61 C -1.1029 6.1826 0.5295  0.29
62 N -0.1557 5.5808 0.2989  -0.46
63 H -2.3206 6.0581 -1.9058  0.35
64 H -4.0470 6.2601 -2.1931  0.37
65 H -3.0525 7.6614 -1.7945  0.31
66 H -3.6460 5.3086 0.0840  0.23
67 H -4.4058 6.8895 0.1859  0.19
68 H -2.6182 6.7073 1.8528  0.19
69 H -2.2074 7.9471 0.6655  0.35
70 C -7.4355 6.6687 2.3385  -1.23
71 C -7.0268 5.3388 1.7188  -0.29
72 C -6.2883 4.4247 2.7036  -0.27
73 C -5.0534 5.0375 3.1960  0.29
74 N -4.0923 5.5274 3.5826  -0.53
75 H -6.5632 7.2396 2.6607  0.33
76 H -7.9838 7.2763 1.6190  0.34
77 H -8.0781 6.5165 3.2075  0.36
78 H -6.3895 5.5134 0.8494  0.14
79 H -7.9101 4.8065 1.3627  0.34
80 H -6.0284 3.4767 2.2302  0.17
81 H -6.9193 4.2002 3.5657  0.37
82 C -6.4934 -5.0973 2.3470  -1.01
83 C -7.7085 -5.9386 2.7155  -0.48
84 C -8.2367 -5.6208 4.1191  -0.42
85 C -7.2329 -5.8864 5.1511  0.23
86 N -6.4284 -6.0959 5.9392  -0.42
87 H -5.6601 -5.2953 3.0233  0.37
88 H -6.1625 -5.3277 1.3331  0.37
89 H -6.7265 -4.0344 2.3952  0.16
90 H -7.4632 -7.0008 2.6578  0.31
91 H -8.5143 -5.7591 2.0015  0.32
92 H -9.1202 -6.2191 4.3461  0.30
93 H -8.5218 -4.5691 4.1880  0.27
94 C 15.2605 0.3039 -3.9521  -1.14
95 C 14.5650 -1.0215 -4.2340  -0.55
96 C 13.1767 -1.1123 -3.5900  -0.33
97 C 13.2447 -0.9969 -2.1322  0.22
98 N 13.3267 -0.9055 -0.9932  -0.47
99 H 15.4304 0.4406 -2.8835  0.36
100 H 16.2285 0.3438 -4.4509  0.33
101 H 14.6635 1.1449 -4.3101  0.30
102 H 15.1796 -1.8482 -3.8732  0.30
103 H 14.4467 -1.1582 -5.3102  0.33
104 H 12.6998 -2.0638 -3.8312  0.34
105 H 12.5305 -0.3150 -3.9636  0.33
106 C -5.3451 -3.9698 -4.2245  -0.98
107 C -6.1549 -2.8580 -4.8764  -0.31
108 C -6.5704 -3.1865 -6.3150  -0.47
109 C -5.4120 -3.3981 -7.1848  0.24
110 N -4.4909 -3.5621 -7.8460  -0.42
111 H -4.4077 -4.1412 -4.7557  0.34
112 H -5.1008 -3.7022 -3.1974  0.13
113 H -5.9028 -4.9088 -4.2089  0.33
114 H -5.5778 -1.9321 -4.8692  0.25
115 H -7.0590 -2.6710 -4.2947  0.32
116 H -7.1660 -2.3773 -6.7397  0.29
117 H -7.1798 -4.0923 -6.3388  0.29

Values from the calculation:
- SMILES string = CCCCCCCCCCCCC1=C(Br)C(=O)OC1=O.CCCC#N.CCCC#N.CCCC#N.CCCC#N.CCCC#N.CCCC#N
- spin multiplicity = 1
- energy (eV) = -127691.62483
- total charge = 0



(2)
An isolated molecule of C40H67NO14, computed with ωB97M-V/def2-TZVPD.

Last column: natural (NBO) charge in e.
Element x y z (Å)
1 C 1.6081 0.9780 -3.4125  -0.25
2 H 2.5552 0.7227 -2.9261  0.19
3 O 0.9117 -0.1903 -3.7942  -0.56
4 C 0.2946 -0.8798 -2.7285  0.06
5 H 0.7685 -0.5999 -1.7759  0.21
6 C -1.1989 -0.4833 -2.5903  0.08
7 O -1.6448 -0.8619 -1.2828  -0.57
8 C -1.7188 0.1648 -0.3436  0.38
9 O -0.4389 0.7253 -0.1797  -0.56
10 C -0.3079 1.5704 0.9534  0.09
11 C -1.1677 2.8300 0.8491  -0.65
12 H -0.8542 3.5428 1.6067  0.22
13 H -1.0443 3.2846 -0.1316  0.22
14 H -2.2160 2.5895 1.0079  0.23
15 H 0.7525 1.8461 0.9240  0.21
16 C -0.5661 0.8130 2.2790  0.07
17 H -1.2782 1.3722 2.8925  0.21
18 C -1.1206 -0.5864 1.9693  -0.07
19 N -1.3968 -1.3479 3.1700  -0.45
20 C -1.3620 -2.7800 2.9554  -0.40
21 H -2.1920 -3.1488 2.3347  0.16
22 H -0.4209 -3.0555 2.4820  0.20
23 H -1.4182 -3.2726 3.9256  0.20
24 C -2.5886 -0.9640 3.9034  -0.42
25 H -2.5389 -1.4195 4.8935  0.19
26 H -3.5140 -1.2908 3.4130  0.18
27 H -2.6243 0.1151 4.0173  0.21
28 C -2.2833 -0.4363 0.9644  0.03
29 O -3.3104 0.3719 1.4709  -0.74
30 H -4.0536 0.3151 0.8500  0.51
31 H -2.6647 -1.4378 0.7198  0.19
32 H -0.3215 -1.1195 1.4392  0.22
33 O 0.6735 0.7244 2.9714  -0.59
34 C 0.5833 0.7638 4.3835  0.38
35 O -0.0023 1.9519 4.8298  -0.55
36 C 0.7599 3.1197 4.5433  0.07
37 C -0.0451 4.3176 5.0254  -0.62
38 H 0.5230 5.2316 4.8790  0.23
39 H -0.9798 4.3745 4.4739  0.22
40 H -0.2783 4.2089 6.0808  0.21
41 C 2.1541 3.0253 5.1879  0.04
42 H 2.7269 3.9265 4.9379  0.23
43 C 2.8914 1.7677 4.6562  0.25
44 O 3.1371 1.9199 3.2762  -0.74
45 H 2.3951 1.5235 2.7955  0.49
46 C 4.2490 1.6221 5.3455  -0.62
47 H 4.1282 1.5587 6.4223  0.21
48 H 4.7420 0.7253 4.9811  0.22
49 H 4.8670 2.4813 5.0995  0.22
50 C 1.9959 0.5539 4.9407  -0.47
51 H 1.9206 0.4116 6.0180  0.23
52 H 2.4225 -0.3376 4.4819  0.23
53 O 2.0468 2.9144 6.6035  -0.53
54 C 2.1990 4.0198 7.3397  0.82
55 O 2.4496 5.1067 6.8884  -0.60
56 C 2.0016 3.7224 8.8061  -0.50
57 H 2.5355 4.4858 9.3727  0.23
58 H 2.4080 2.7380 9.0385  0.22
59 C 0.5054 3.7608 9.1754  -0.20
60 C 0.3543 3.8980 10.6891  -0.60
61 H 0.8088 4.8206 11.0420  0.21
62 H 0.8320 3.0618 11.1952  0.20
63 H -0.6981 3.9086 10.9627  0.21
64 C -0.2150 2.5079 8.6846  -0.62
65 H -0.0747 2.3577 7.6175  0.23
66 H 0.1653 1.6306 9.2046  0.20
67 H -1.2818 2.5859 8.8824  0.21
68 H 0.0598 4.6432 8.7021  0.20
69 H 0.9198 3.1982 3.4568  0.18
70 H -0.0898 -0.0300 4.7328  0.19
71 H -2.4151 0.9472 -0.7040  0.16
72 H -1.2542 0.6091 -2.6821  0.20
73 C -2.1528 -1.1186 -3.6168  -0.17
74 H -2.0916 -2.2018 -3.5135  0.22
75 C -1.7568 -0.6876 -5.0301  -0.42
76 H -0.7230 -0.9834 -5.2080  0.24
77 H -1.7894 0.4042 -5.0737  0.20
78 C -2.6246 -1.2216 -6.1732  -0.21
79 C -2.1360 -0.6004 -7.4800  -0.61
80 H -1.0868 -0.8291 -7.6462  0.21
81 H -2.2448 0.4808 -7.4364  0.21
82 H -2.7141 -0.9637 -8.3267  0.21
83 H -3.6608 -0.9039 -6.0209  0.21
84 C -2.7030 -2.7694 -6.2517  0.06
85 C -1.4846 -3.5146 -5.7842  -0.21
86 C -0.3327 -3.6974 -6.4324  -0.22
87 C -0.0109 -3.2108 -7.7533  -0.24
88 C 1.2236 -3.0223 -8.2242  -0.15
89 C 2.5083 -3.2641 -7.4882  -0.47
90 H 3.3246 -3.2918 -8.2112  0.22
91 H 2.4735 -4.2305 -6.9800  0.23
92 C 2.8608 -2.2035 -6.4260  0.11
93 C 2.4550 -0.7898 -6.8207  -0.64
94 H 2.8098 -0.0909 -6.0689  0.23
95 H 1.3725 -0.7159 -6.8830  0.22
96 H 2.8928 -0.5353 -7.7820  0.21
97 H 3.9447 -2.2263 -6.2450  0.20
98 O 2.2222 -2.5884 -5.2000  -0.53
99 C 2.7394 -2.1351 -4.0581  0.83
100 O 3.7042 -1.4192 -3.9835  -0.62
101 C 2.0022 -2.7115 -2.8689  -0.51
102 H 2.4451 -2.3249 -1.9504  0.23
103 H 2.1074 -3.7975 -2.8855  0.24
104 C 0.4993 -2.3863 -2.9414  0.08
105 O -0.2245 -3.1644 -2.0167  -0.73
106 H -0.5935 -2.5831 -1.3396  0.49
107 H 0.1606 -2.6541 -3.9481  0.19
108 H 1.3357 -2.6408 -9.2304  0.20
109 H -0.8506 -2.9858 -8.3974  0.21
110 H 0.4527 -4.2408 -5.9260  0.22
111 H -1.5952 -3.9540 -4.8005  0.21
112 O -3.8339 -3.1358 -5.4709  -0.73
113 H -3.8843 -4.0966 -5.4275  0.47
114 H -2.9056 -3.0352 -7.3042  0.17
115 C -3.5894 -0.6989 -3.2730  -0.53
116 C -3.9677 -1.1036 -1.8861  0.49
117 O -4.4738 -0.3794 -1.0619  -0.61
118 H -3.8175 -2.1781 -1.6781  0.12
119 H -3.7270 0.3771 -3.3992  0.21
120 H -4.2618 -1.2346 -3.9476  0.26
121 H 1.8113 1.5259 -4.3309  0.19
122 H 1.0102 1.6001 -2.7408  0.17

Values from the calculation:
- relative energy (zero: lowest compared OMol25 entry of this formula, charge and spin) (kcal per mole) = 0.47
- spin multiplicity = 1
- energy (eV) = -72722.12954
- total charge = 0